(1)
13
Properties=species:S:1:pos:R:3:forces:R:3 method="wB97M-V/def2-TZVPD" lumo_energy_ev=4.1 charge=-1 gap_ev=6.88
C 1.332 -0.052 -0.129 -3.3152 -0.7470 3.6569
C -1.279 -0.064 0.261 -0.2319 1.0655 2.4350
N -0.126 1.252 1.706 -1.0965 1.1531 -0.5972
N 0.032 0.075 1.012 1.6145 -1.9606 -2.2336
N 0.842 1.728 2.377 1.1095 -0.4941 -0.4063
O 1.954 1.117 2.462 -0.0539 0.1191 0.0504
O 0.666 2.867 2.882 0.1495 0.1008 0.5654
H 0.858 -0.618 -0.878 -0.2720 -0.8299 -1.0011
H 1.481 0.916 -0.423 0.8612 2.4524 -0.8344
H 2.161 -0.548 0.337 0.2351 0.0591 0.2724
H -1.809 0.929 0.563 0.6207 -1.5369 -1.3875
H -1.123 -0.254 -0.819 -0.4370 0.1069 0.6364
H -1.907 -0.842 0.811 0.8160 0.5117 -1.1566

=====

(2)
28
Properties=species:S:1:pos:R:3:forces:R:3 method="wB97M-V/def2-TZVPD" lumo_energy_ev="-0.3 / -0.3" charge=0 gap_ev="7.92 / 7.92"
C 0.191 1.255 0.003 1.4380 -0.9939 -0.2555
C -0.021 1.666 -1.427 0.1295 0.2100 0.0504
C 1.330 0.097 0.366 -1.1151 1.8994 -0.2803
C 0.758 2.561 -0.462 -0.3381 -0.1252 -0.0884
C -0.727 -1.114 2.114 0.9099 -2.0642 0.5559
C 0.389 -1.813 -0.669 -0.9419 0.1211 0.0475
C 0.656 1.096 -2.650 -0.0311 -0.0055 0.1124
C -1.778 -2.103 1.652 0.1134 0.2798 -0.1705
N 0.824 -1.178 0.551 -0.0867 -0.4455 1.0170
N -0.916 1.235 0.844 -0.8735 -2.3280 1.4645
H -1.041 1.990 -1.611 0.0250 0.0130 0.0743
H -1.013 0.065 1.272 0.6353 3.1975 -1.6459
H -0.675 1.693 1.725 -0.0111 0.1082 -0.0861
H 2.010 0.181 -0.489 0.0233 -0.2976 0.1433
H 1.815 0.458 1.278 0.0800 -0.0135 -0.0286
H 1.830 2.627 -0.612 0.0065 -0.0579 0.0301
H 0.291 3.472 -0.112 -0.0112 -0.0049 -0.0259
H 0.084 -1.602 2.652 0.0693 -0.0996 -0.4554
H -1.110 -0.454 2.901 -0.2183 0.7091 -0.5669
H 0.304 -2.888 -0.514 -0.0038 0.0305 -0.0883
H -0.590 -1.425 -0.993 -0.0017 -0.1149 -0.0978
H 1.068 -1.628 -1.510 0.1327 0.0692 0.2510
H 1.691 0.814 -2.461 0.0336 -0.0059 -0.0026
H 0.126 0.218 -3.024 0.0118 -0.0135 -0.0116
H 0.666 1.844 -3.447 0.0108 -0.0311 0.0080
H -2.540 -1.610 1.039 0.0356 -0.1091 0.0174
H -1.331 -2.909 1.071 -0.0739 0.0217 0.0306
H -2.290 -2.547 2.511 0.0516 0.0511 0.0017

=====

(3)
9
Properties=species:S:1:pos:R:3:forces:R:3 method="wB97M-V/def2-TZVPD" lumo_energy_ev=0.7 charge=0 gap_ev=10.80
C 1.162 -0.567 -0.458 -0.5260 0.1618 -0.4264
C -0.081 0.095 0.142 4.9229 0.7182 0.0290
N -1.104 0.130 -0.890 1.5491 -0.9177 2.3444
O -0.034 0.443 1.305 -1.4025 0.6469 -0.7139
H 0.811 -1.155 -1.307 0.5202 -0.1281 0.0304
H 1.810 -1.112 0.225 -0.3131 0.0585 0.1313
H 1.715 0.298 -0.843 0.0668 -0.2103 -0.1472
H -1.571 1.037 -0.843 -1.0626 -0.6860 1.0730
H -1.208 -0.638 -0.065 -3.7548 0.3568 -2.3206

=====

(4)
22
Properties=species:S:1:pos:R:3:forces:R:3 method="wB97M-V/def2-TZVPD" lumo_energy_ev=-3.6 charge=+1 gap_ev=10.28
Na -0.085 -0.191 -0.148 5.2944 -5.6593 -6.9025
O -0.782 0.377 1.238 -3.8144 3.2995 9.9192
H -0.518 1.020 1.896 -0.6580 0.3267 0.7538
H -1.693 0.176 1.452 -0.1630 0.1383 0.6044
O 0.838 -1.328 -1.484 1.1143 -1.1178 -2.6799
H 0.690 -1.819 -2.293 -0.1094 -0.0490 -0.4475
H 1.540 -1.804 -1.040 0.2190 0.1038 -0.2559
O 1.246 -1.033 0.737 4.2749 -3.8275 3.8413
H 1.528 -1.920 0.961 0.2344 -0.4997 0.5365
H 1.915 -0.465 1.118 0.4316 -0.4530 0.1351
O 1.067 1.000 0.158 7.9651 5.3748 1.5685
H 1.014 1.139 1.104 0.2348 0.5617 0.0436
H 1.836 1.501 -0.115 0.4321 0.3479 -0.2094
O -1.492 0.408 -0.735 -9.0655 3.4731 -5.3493
H -2.311 0.741 -0.370 -0.2904 0.6389 -0.4601
H -1.664 0.321 -1.672 -0.4202 0.1095 -0.6301
O -0.279 2.620 -0.668 -1.2957 2.0917 -0.9095
H 0.511 3.160 -0.667 -0.0323 0.4345 -0.1227
H 0.040 1.727 -0.534 -0.5909 1.2112 -0.4186
O -1.027 -1.698 0.023 -3.1429 -5.4114 0.9114
H -1.859 -1.619 0.489 -0.4004 -0.5328 -0.0511
H -0.514 -2.311 0.549 -0.2175 -0.5611 0.1226

=====

no.,E_tot (Eh),molar mass (g mol⁻¹)
1,-394.39469,104.089
2,-424.91618,142.246
3,-209.12001,59.068
4,-696.81253,149.095